Computed, not measured: a single C22H24N4 molecule at a distorted geometry, with the ωB97M-V functional and the def2-TZVPD basis.

Structure (ORCA input):
```
! wB97M-V def2-TZVPD RIJCOSX def2/J DEFGRID3
* xyz 0 1
C -5.725 -2.395 0.549
N -5.144 -1.100 0.759
C -5.991 0.074 0.985
C -4.956 1.257 0.985
C -3.702 0.613 0.498
C -2.466 1.194 0.264
C -1.348 0.369 0.098
C -0.047 1.137 0.018
C 1.246 0.448 0.389
C 1.369 -0.909 0.839
C 2.650 -1.446 0.985
C 3.786 -0.687 0.631
C 3.662 0.682 0.308
C 2.394 1.223 0.131
C 5.005 1.286 0.149
C 5.975 0.085 0.424
N 5.090 -1.019 0.718
C 5.513 -2.350 1.042
N 0.102 1.559 -1.500
C 1.049 1.267 -2.438
C 0.747 1.922 -3.641
N -0.428 2.553 -3.475
C -0.821 2.334 -2.197
C -1.532 -1.011 -0.252
C -2.779 -1.601 -0.018
C -3.873 -0.783 0.354
H -5.028 -3.180 0.831
H -6.639 -2.492 1.144
H -5.965 -2.555 -0.509
H -6.734 0.200 0.152
H -6.527 0.044 1.973
H -5.291 2.038 0.278
H -4.884 1.690 2.006
H -2.440 2.298 0.183
H -0.118 2.167 0.665
H 0.465 -1.559 0.932
H 2.802 -2.449 1.353
H 2.356 2.252 -0.285
H 5.178 1.715 -0.853
H 5.187 2.063 0.908
H 6.669 0.325 1.256
H 6.569 -0.102 -0.494
H 4.708 -3.039 0.791
H 6.416 -2.583 0.474
H 5.720 -2.518 2.103
H 1.877 0.608 -2.240
H 1.339 1.890 -4.551
H -1.735 2.739 -1.800
H -0.749 -1.593 -0.782
H -2.953 -2.663 -0.141
*
```

Calculated values
**Gap between HOMO and LUMO**: 8.029 eV
**Energy relative to the best compared isomer or geometry (same formula, charge and spin)**: 49.6 kJ/mol
**E_HOMO**: -7.26 eV
**Structure (SMILES)**: CN1CCc2cc(C(c3ccc4c(c3)CCN4C)n3ccnc3)ccc21
**LUMO energy**: 0.02837 Eh